1.
Density functional theory data (ωB97M-V/def2-TZVPD) for C4H7NO as an isolated structure at a distorted geometry.

LUMO energy = 0.8 eV
relative energy (zero: lowest compared OMol25 entry of this formula, charge and spin) = 4.5909 eV
F_max = 2.26 eV/Å
orbital gap = 9.572 eV
total energy = -286.4629 Eh

The geometry in XYZ format:
```
13
C4H7NO, DFT ωB97M-V/def2-TZVPD
N 2.409 -0.074 0.330
C 1.160 0.057 0.205
C 0.166 -0.964 0.676
C -1.223 -0.410 -0.685
C -0.838 1.010 -0.431
O 0.580 1.120 -0.413
H 2.873 0.752 -0.059
H 0.658 -1.954 0.733
H -0.351 -0.739 1.596
H -2.240 -0.620 -0.348
H -0.504 -1.276 -0.596
H -1.226 1.367 0.541
H -1.212 1.697 -1.198
```

***

2.
Density functional theory data (ωB97M-V/def2-TZVPD) for a 4-piece molecular cluster, H8O4 overall at a distorted geometry.

LUMO energy = 0.5 eV
relative energy (zero: lowest compared OMol25 entry of this formula, charge and spin) = 1.3567 eV
F_max = 3.75 eV/Å
structure (SMILES) = O.O.O.O
orbital gap = 11.082 eV
total energy = -305.7293 Eh

The geometry in XYZ format:
```
12
H8O4, DFT ωB97M-V/def2-TZVPD
H -0.803 -1.090 -0.131
H -2.113 -1.082 -0.961
H -0.935 0.095 1.352
H -0.053 1.304 0.712
H 1.037 -0.509 0.542
H 1.729 -2.034 0.184
H 1.318 0.962 -0.828
H -0.270 0.611 -1.071
O -1.622 -0.604 -0.343
O -0.104 0.586 1.334
O 1.310 -1.163 -0.135
O 0.427 1.399 -0.831
```

***

3.
Density functional theory data (ωB97M-V/def2-TZVPD) for a 42-piece molecular cluster, C17H105F5NO43 overall at a distorted geometry.

LUMO energy = -3.5 eV
total charge = +1
F_max = 6.70 eV/Å
orbital gap = 7.892 eV
total energy = -4499.3463 Eh

The geometry in XYZ format:
```
171
C17H105F5NO43, DFT ωB97M-V/def2-TZVPD
C -1.674 -2.404 2.023
O -2.495 -1.264 1.589
C -1.662 -0.512 0.637
C -1.417 -1.328 -0.796
C -0.972 -0.291 -1.969
C 0.197 0.752 -1.674
C 1.747 0.350 -1.501
C 2.217 -0.134 0.036
O 3.566 0.420 0.199
C 4.495 0.106 -0.871
C 3.934 0.131 -2.408
N 2.480 -0.397 -2.570
C 2.540 -1.836 -2.715
F 2.704 -2.062 -4.213
F 3.775 -2.553 -2.201
C 1.370 -2.870 -2.320
C 1.567 -3.735 -0.896
C 0.469 -4.884 -0.392
C -0.865 -5.260 -1.282
C -1.066 -4.434 -2.706
C -2.388 -4.802 -3.611
F -3.643 -4.357 -2.946
F -2.401 -6.298 -3.733
F -2.250 -4.257 -4.997
C 0.041 -3.317 -3.169
H -1.682 -3.250 1.214
H -0.579 -2.042 2.230
H -2.161 -2.834 3.003
H -0.616 -0.185 1.076
H -2.233 0.508 0.401
H -0.751 -2.265 -0.633
H -2.499 -1.737 -1.092
H -0.813 -0.746 -3.041
H -1.957 0.380 -2.124
H -0.107 1.374 -0.699
H 0.145 1.571 -2.546
H 2.235 1.459 -1.542
H 1.491 0.372 0.801
H 2.228 -1.287 0.176
H 5.067 -0.929 -0.707
H 5.361 0.928 -0.827
H 4.671 -0.408 -3.180
H 4.012 1.274 -2.755
H 2.174 0.046 -3.493
H 2.492 -3.575 -0.186
H 0.621 -5.512 0.611
H -1.638 -6.092 -0.949
H -0.122 -2.770 -4.217
O 2.840 3.148 -2.227
H 2.405 3.900 -1.798
H 3.710 3.494 -2.478
O -3.487 1.743 -1.298
H -3.699 2.574 -1.748
H -4.189 1.648 -0.637
O -2.158 1.275 -4.512
H -3.118 1.229 -4.631
H -1.802 0.958 -5.356
O 0.926 0.715 3.389
H 0.490 1.467 3.818
H 1.796 1.061 3.138
O 2.444 1.674 -4.746
H 2.009 2.426 -4.317
H 3.314 2.020 -4.996
O -0.239 3.919 -3.595
H -0.872 4.633 -3.427
H -0.769 3.233 -4.026
O -2.596 -9.457 -5.186
H -3.031 -8.705 -4.757
H -1.726 -9.112 -5.437
O -0.575 -0.431 6.024
H -0.431 -0.358 5.068
H 0.294 -0.240 6.407
O -0.931 3.241 3.789
H -0.971 3.947 3.127
H -1.819 2.853 3.770
O 2.596 6.052 -1.704
H 1.777 6.570 -1.684
H 3.192 6.577 -2.259
O -3.792 1.467 1.446
H -4.714 1.686 1.653
H -3.635 0.639 1.925
O -2.047 -4.130 5.724
H -1.285 -4.475 5.233
H -1.948 -3.168 5.663
O -2.714 4.635 -0.129
H -3.635 4.853 0.077
H -2.557 3.807 0.349
O 2.380 -7.265 -0.222
H 2.143 -7.632 -1.087
H 3.342 -7.156 -0.271
O 2.260 -0.597 7.734
H 1.824 0.154 8.163
H 3.130 -0.252 7.483
O -5.017 -1.820 -1.100
H -4.823 -2.506 -1.756
H -5.794 -1.366 -1.458
O -1.573 -4.148 -7.750
H -1.947 -5.015 -7.968
H -2.074 -3.866 -6.970
O -3.393 4.112 3.296
H -3.606 4.943 2.846
H -4.095 4.017 3.957
O 0.676 0.364 10.161
H 0.303 -0.503 9.942
H 0.175 0.646 10.940
O 6.309 -1.716 -4.666
H 5.349 -1.762 -4.785
H 6.665 -2.034 -5.509
O 5.547 5.260 -1.629
H 5.112 6.012 -1.200
H 6.417 5.606 -1.880
O -1.252 -1.708 10.702
H -1.626 -2.575 10.483
H -1.754 -1.426 11.481
O -6.374 0.550 2.745
H -6.748 -0.317 2.526
H -6.876 0.831 3.525
O -5.311 5.781 2.711
H -5.945 6.495 2.879
H -5.842 5.094 2.279
O -2.587 5.881 6.079
H -2.825 5.515 5.214
H -1.626 5.991 6.031
O 1.414 2.103 6.341
H 0.696 2.328 5.731
H 2.150 2.665 6.055
O -7.808 -1.684 0.249
H -6.953 -2.127 0.142
H -8.456 -2.371 0.033
O 7.748 4.110 -2.720
H 7.269 3.734 -3.474
H 8.169 3.343 -2.304
O -6.757 -3.742 -3.082
H -5.902 -4.186 -3.189
H -7.406 -4.429 -3.297
O 4.553 -4.436 -4.406
H 4.117 -3.684 -3.977
H 5.423 -4.090 -4.657
O 4.210 -7.010 -2.237
H 3.997 -6.131 -2.584
H 5.175 -7.063 -2.311
O -7.440 4.046 3.448
H -7.814 3.179 3.229
H -7.941 4.328 4.227
O 9.403 3.071 -4.773
H 10.164 2.726 -5.264
H 9.501 4.033 -4.835
O -4.674 -4.971 6.490
H -5.110 -4.219 6.919
H -3.805 -4.625 6.239
O -3.275 -6.792 8.352
H -3.315 -6.086 7.690
H -4.163 -7.180 8.333
O 6.101 8.042 -0.867
H 5.665 8.794 -0.438
H 6.970 8.388 -1.118
O 9.233 6.460 -5.446
H 9.020 7.291 -5.896
H 8.530 6.365 -4.785
O -2.786 7.135 3.502
H -2.826 7.841 2.839
H -3.674 6.747 3.483
O 3.459 2.765 2.725
H 4.220 2.421 2.234
H 3.557 3.728 2.664
O -4.941 -7.515 -2.987
H -5.659 -7.289 -3.597
H -4.205 -6.953 -3.273
O 3.189 3.770 -6.687
H 2.228 3.724 -6.806
H 3.545 3.452 -7.531
```

***

4.
Density functional theory data (ωB97M-V/def2-TZVPD) for C9H18N3O5PPdS6 as an isolated structure at a distorted geometry.

LUMO energy (spin up / spin down) = 4.4 / 4.4 eV
total charge = -2
F_max = 1.95 eV/Å
orbital gap (spin up / spin down) = 5.656 / 5.656 eV
total energy = -3752.7811 Eh

The geometry in XYZ format:
```
43
C9H18N3O5PPdS6, DFT ωB97M-V/def2-TZVPD
Pd -0.843 -0.173 0.083
O -2.736 -3.648 -5.458
C -2.375 -3.016 -4.488
S -0.715 -2.495 -4.205
C -0.979 -1.682 -2.667
C -2.240 -1.679 -2.204
S -2.773 -0.874 -0.742
S -3.446 -2.513 -3.180
S 0.359 -0.969 -1.813
C 2.393 1.842 2.939
N 2.323 2.559 1.672
C 2.119 3.983 1.810
P 2.151 1.664 0.303
O 1.525 0.340 0.545
N 1.493 2.727 -0.796
C 0.137 3.219 -0.536
C 1.715 2.464 -2.213
N 3.697 1.368 -0.278
C 4.660 2.429 -0.395
C 3.997 0.164 -1.026
H 3.280 2.165 3.499
H 2.453 0.772 2.751
H 1.485 2.023 3.517
H 2.959 4.430 2.360
H 1.193 4.179 2.359
H 2.056 4.454 0.832
H -0.079 3.241 0.530
H -0.616 2.569 -0.987
H 0.036 4.225 -0.960
H 2.764 2.241 -2.407
H 1.449 3.365 -2.773
H 1.105 1.630 -2.576
H 4.383 3.254 0.260
H 4.738 2.817 -1.423
H 5.655 2.076 -0.098
H 3.176 -0.541 -0.924
H 4.917 -0.298 -0.647
H 4.141 0.375 -2.096
O -2.552 1.986 1.472
S -1.924 1.596 2.734
O -2.817 1.684 3.882
O -0.680 2.345 2.975
S -1.420 -0.448 2.429
```

***

- Look up the F_max of the first one.
  2.26 eV/Å

***

- F_max of number 2 (H8O4)?
  3.75 eV/Å

***

- F_max of number 1 (C4H7NO)?
  2.26 eV/Å